# 1
Molecular formula: C46H36As2F12NO2Pt
Method: DFT, ωB97M-V/def2-TZVPD

ORCA input file:
```
! wB97M-V def2-TZVPD RIJCOSX def2/J DEFGRID3
* xyz -1 1
H 1.6407 4.7742 -2.5148
C 1.5878 0.0117 4.2265
H -2.4828 -3.2054 -1.5952
C 0.9167 -5.2922 2.1235
C 1.5338 0.5558 2.7419
F 2.7660 0.1616 4.8883
C 3.5499 3.9560 -2.1255
C 2.8924 -1.1492 -0.4333
N 1.4674 0.7746 -0.2657
H -1.1963 -0.8350 -3.3818
H 4.1260 -4.1403 2.4062
H 1.6101 -2.6968 -6.0112
C -3.3777 -1.2492 -1.1415
F 1.3040 -1.3136 4.2743
C 2.1179 2.0060 2.8185
F -0.4154 3.5828 -3.7020
C 3.5080 1.8933 -0.8740
O 0.2549 0.5471 2.3832
H 3.9578 5.1748 -3.8643
H 4.1392 6.0273 -2.3364
H 3.4656 -1.3597 3.3267
H -4.4191 -1.5272 -0.9688
C -0.1039 3.1101 -1.3306
C 1.2833 -3.0193 -2.6551
F 0.6578 0.5971 4.9937
C 1.2068 -2.5607 -5.0157
H -5.3363 4.4152 1.1836
F 1.5862 2.7126 3.8366
C 4.2878 5.0630 -2.8288
C 0.4443 -2.9694 1.7124
C -0.6814 2.6860 -2.7291
C 0.1505 -4.5951 -0.0471
C 0.1820 -2.1934 -2.4509
C -4.7901 -0.7560 1.9630
C 2.2598 -0.2092 0.3794
C 0.1106 -3.2751 0.4002
F 3.4653 2.0134 3.0086
H 1.7647 -3.5021 -1.8146
H 5.4599 -3.7197 1.3323
C -5.7239 3.8398 -0.8480
H -4.5696 -1.8002 5.1720
H 1.1331 -3.7354 3.5876
C 2.1652 3.9534 -2.0458
C -5.4670 2.9113 -1.8463
C -5.1520 3.6847 0.4066
H -2.6531 -2.8394 0.1252
H 0.5923 -6.6265 0.4700
As -2.8513 0.2249 0.0338
C 4.7532 -3.3147 2.0579
C -4.2554 -1.4119 4.2109
H 5.3604 4.8633 -2.8435
Pt -0.5266 0.4688 -0.1562
C -0.3846 -1.5338 -3.5366
C 3.2863 -1.2844 2.2630
F 1.8776 2.6949 1.7058
H -3.2821 -0.8930 -2.1677
C -2.4257 -2.4070 -0.8532
C 1.7903 -3.2043 -3.9349
H -3.8701 2.4898 1.6424
F -0.0270 4.9926 0.1170
H 5.3180 -2.9473 2.9156
H -2.2017 -1.1676 4.7963
H 4.1636 -2.8697 -0.5853
As -0.5385 -1.8252 -0.6860
F -1.9024 4.6295 -0.9135
H -5.8985 3.0367 -2.8314
C -5.1895 -1.2563 3.1912
H 2.6534 -3.8415 -4.0820
H 5.2915 2.8697 -1.4894
C -0.5601 4.5787 -1.0365
F -0.2491 5.5135 -1.9645
F -0.1573 1.5202 -3.1466
C -2.9306 -1.0633 4.0023
C -4.3269 2.6005 0.6658
C -4.0723 1.6673 -0.3321
C 0.5560 -5.6008 0.8163
C -3.4541 -0.4183 1.7519
H -0.3231 -1.1927 -5.6483
H 4.0740 1.1104 -0.3906
H 2.7541 -1.0459 -1.5036
F -2.0235 2.5333 -2.7157
H -6.2267 -1.5213 3.3567
H -0.1306 -4.8404 -1.0641
H -6.3595 4.6919 -1.0522
C 4.2063 2.9055 -1.4978
H 0.3852 -1.9400 2.0539
C 3.6935 -2.1530 0.0810
C 0.8563 -3.9825 2.5730
H -5.5220 -0.6199 1.1743
C -2.5170 -0.5631 2.7696
C 0.1195 -1.7220 -4.8144
C 2.0958 1.8467 -0.8356
H -1.4749 -0.2742 2.6241
C 1.4245 2.9682 -1.3994
C 2.4252 -0.2994 1.7804
H 1.2411 -6.0806 2.7918
H -4.4192 1.1264 -2.3865
C 3.9123 -2.2234 1.4504
C -4.6372 1.8293 -1.5911
O -0.7200 2.4539 -0.3005
*
```

Results
* LUMO: 2.1 eV
* gap between HOMO and LUMO: 6.07 eV
* DFT total energy: -7769.1659 hartree
* relative energy (zero: lowest compared OMol25 entry of this formula, charge and spin): 46.4 kJ/mol
* highest occupied orbital energy: -3.92 eV

# 2
Molecular formula: C2H4N2O4
Method: DFT, ωB97M-V/def2-TZVPD

ORCA input file:
```
! wB97M-V def2-TZVPD RIJCOSX def2/J DEFGRID3
* xyz 0 1
H 1.2678 0.7021 1.3790
N -1.5604 0.2466 -0.1155
H -1.8784 -1.7169 -0.5815
C -0.3756 0.9427 0.1909
O 0.4807 -1.0122 1.1967
O -1.2478 -0.9419 -0.9960
O -0.2527 2.1551 -0.0237
O 2.9551 0.2353 -0.6841
C 0.7978 0.2032 0.5883
N 1.3755 -0.1289 -0.7864
H 0.7091 -1.7028 0.3667
H -2.2711 1.0176 -0.5344
*
```

Results
* SMILES: O=N[C@H](O)C(=O)NO
* LUMO: -3.1 eV
* gap between HOMO and LUMO: 7.41 eV
* DFT total energy: -488.7492 hartree
* relative energy (zero: lowest compared OMol25 entry of this formula, charge and spin): 850.7 kJ/mol
* highest occupied orbital energy: -10.52 eV

# 3
Molecular formula: C28H26N7S2Tc
Method: DFT, ωB97M-V/def2-TZVPD

ORCA input file:
```
! wB97M-V def2-TZVPD RIJCOSX def2/J DEFGRID3
* xyz 1 4
C -0.4064 -2.1862 -1.0902
N -2.0339 4.3106 1.9987
C 4.2007 1.3156 0.0271
H 1.5049 4.3321 -1.5628
C -1.1448 1.6132 -1.8353
C -1.5836 -2.4567 2.2651
C 1.3197 -2.0908 0.5963
C -2.0387 -4.7521 2.8481
S -1.8984 -0.7820 2.6327
H 5.9897 2.2983 0.6352
H 1.5297 0.0659 -2.5199
N -1.5776 2.0161 1.4530
N -0.1249 -1.8904 0.3240
H -1.1805 -6.2189 1.5371
H -2.5030 -5.4744 3.4987
H 0.0935 4.2132 -3.6173
H -3.4643 -1.2268 0.6470
C -0.7076 -4.2318 0.9209
C -4.4018 -0.9532 -1.2552
S 1.0030 0.4892 2.3764
H 3.2972 -1.6522 -0.0161
C -3.4063 -0.7524 -0.3237
H -1.4774 -2.3224 -1.2338
H -5.2472 -1.5731 -1.0075
C -3.2041 0.4768 -2.7341
H 4.5266 1.2801 -1.0007
C -1.3023 -5.1678 1.7488
C 2.9751 0.7621 0.3968
C 2.5839 0.8765 1.7425
C 2.2863 -1.4054 -0.3693
H 2.1818 -1.8557 -1.3586
Tc -0.8272 0.3432 0.8493
C -0.0380 3.5048 -2.8152
N 2.1520 0.0504 -0.5258
C 0.5858 2.6135 -0.6897
H 0.0961 -3.0983 -1.4249
N -2.3486 0.0392 -0.5363
H 1.5192 -1.7693 1.6218
C -2.2490 0.6671 -1.7335
H -5.0661 -0.4582 -3.2424
H 3.2902 0.0047 -2.3353
H -3.0959 0.9675 -3.6867
H 1.1971 2.6307 0.2009
C 5.0451 1.8899 0.9601
H -2.7691 -3.0490 3.9301
C 4.6965 1.9070 2.3036
H -0.0749 -1.3574 -1.7145
N -0.3038 1.6251 -0.7763
H 1.5521 -3.1613 0.5373
C 0.7579 3.5643 -1.6776
C 3.4794 1.3883 2.6873
C -1.8178 3.1556 1.6446
C -2.1857 -3.4058 3.0955
C 2.3666 0.4252 -1.9181
H 2.4092 1.5072 -2.0097
H 3.1799 1.3847 3.7246
H 5.3711 2.3235 3.0358
H -0.1465 -4.5891 0.0713
N -2.4679 6.5406 1.1220
C -4.2994 -0.3295 -2.4950
H -1.6815 2.4912 -3.7242
C -2.2788 5.4733 1.5107
C -1.0147 2.5310 -2.8795
C -0.8227 -2.8672 1.1664
*
```

Results
* LUMO (spin up / spin down): -4.1 / -5.0 eV
* gap between HOMO and LUMO (spin up / spin down): 6.47 / 5.29 eV
* DFT total energy: -2342.8545 hartree
* relative energy (zero: lowest compared OMol25 entry of this formula, charge and spin): 0.0 kJ/mol
* highest occupied orbital energy (spin up / spin down): -10.54 / -10.27 eV